<a>
Density functional theory data (the ωB97M-V functional and the def2-TZVPD basis) for an isolated molecule of C3H2N2O2.

Geometry as XYZ:
```
9
Properties=species:S:1:pos:R:3
C 0.0410 1.0174 0.2021
C 1.1658 -0.9513 -0.2481
C -1.1196 -1.1119 -0.1168
H 2.0926 -1.6228 -0.1577
H -2.0779 -1.5245 -0.0975
N 1.2321 0.3305 0.0848
N -0.0597 -1.6969 -0.4846
O 0.0257 2.2273 0.1494
O -1.1188 0.1460 0.3544
```

Output
- charge = 0
- SMILES = O=c1ncnco1
- HOMO level (eV) = -10.953
- LUMO (eV) = -0.637

<b>
Density functional theory data (the ωB97M-V functional and the def2-TZVPD basis) for an isolated molecule of C3H2N2O2.

Geometry as XYZ:
```
9
Properties=species:S:1:pos:R:3
N -1.8972 -0.9656 0.0907
C -0.9619 -0.1983 0.0662
O 0.9368 -1.0526 0.1217
C 1.6249 -0.0545 -0.0779
O 1.1573 1.0852 -0.2950
C -0.5660 1.1306 0.0023
N -1.2267 2.1222 -0.0072
H -1.7654 -1.9699 0.1372
H 2.6981 -0.0971 -0.0379
```

Output
- charge = 0
- HOMO level (eV) = -9.555
- LUMO (eV) = -0.589

Verdict on stability: <b> comes out at the bottom.

<a>
Density functional theory data (the ωB97M-V functional and the def2-TZVPD basis) for an isolated molecule of C3H2N2O2.

Geometry as XYZ:
```
9
Properties=species:S:1:pos:R:3
C 1.6960 0.0963 0.0804
C 0.2019 -0.0668 0.4256
C -0.9737 0.7463 -0.0734
H 1.9946 1.1149 0.1944
H -1.1251 1.8821 -0.3073
N -1.6848 -1.3964 -0.1027
N -0.4817 -1.4637 0.2020
O 2.4487 -0.8547 -0.2753
O -2.0758 -0.0580 -0.1437
```

Output
- charge = 0
- SMILES = O=Cc1conn1
- HOMO level (eV) = -10.533
- LUMO (eV) = -0.749

<b>
Density functional theory data (the ωB97M-V functional and the def2-TZVPD basis) for an isolated molecule of C3H2N2O2.

Geometry as XYZ:
```
9
Properties=species:S:1:pos:R:3
C 1.3799 0.3366 0.1478
C -1.4000 0.0870 -0.0507
O 2.0726 -0.4806 -0.6293
N -2.5997 0.1454 -0.3574
C -0.5829 -0.4637 0.8597
O 1.5246 1.4979 0.3082
N 0.5769 -0.5503 1.2305
H 1.8681 -1.4084 -0.4422
H -2.8395 0.8360 -1.0666
```

Output
- charge = 0
- SMILES = N=C=C=NC(=O)O
- HOMO level (eV) = -8.874
- LUMO (eV) = -0.587

Verdict on stability: <a> comes out at the bottom.

<a>
Density functional theory data (the ωB97M-V functional and the def2-TZVPD basis) for an isolated molecule of C3H2N2O2.

Geometry as XYZ:
```
9
Properties=species:S:1:pos:R:3
N -1.9300 -1.1514 0.1906
C -0.9092 -0.4214 0.0823
O 0.3720 -0.6370 -0.4650
C 1.4254 0.3212 -0.2264
O 1.9772 0.7950 -1.1596
C -0.8211 0.9829 0.4554
N -0.1132 1.9002 0.4840
H -1.8406 -2.1198 -0.1204
H 1.7581 0.4214 0.8233
```

Output
- charge = 0
- SMILES = [H]/N=C(/C#N)OC=O
- HOMO level (eV) = -11.483
- LUMO (eV) = -0.095

<b>
Density functional theory data (the ωB97M-V functional and the def2-TZVPD basis) for an isolated molecule of C3H2N2O2.

Geometry as XYZ:
```
9
Properties=species:S:1:pos:R:3
O -2.4801 -0.3462 -0.8771
C -1.7754 0.2875 -0.1369
C -0.3162 0.0042 0.0088
N 0.6310 0.8793 0.1377
C 1.7363 0.0686 0.1483
N 1.4825 -1.2062 0.0615
O 0.1094 -1.2538 -0.0402
H -2.1366 1.1266 0.4780
H 2.7490 0.4401 0.2199
```

Output
- charge = 0
- SMILES = O=Cc1ncno1
- HOMO level (eV) = -11.151
- LUMO (eV) = -0.551

Verdict on stability: <a> comes out at the bottom.

<a>
Density functional theory data (the ωB97M-V functional and the def2-TZVPD basis) for an isolated molecule of C3H2N2O2.

Geometry as XYZ:
```
9
Properties=species:S:1:pos:R:3
C 2.1022 -0.2370 0.0086
C -0.3108 0.0440 0.0207
C 0.9593 0.6065 -0.0240
N 2.9587 -0.9702 0.0590
N -1.3799 0.7587 0.2541
O -2.4855 -1.1288 -0.2667
O -2.5270 0.1132 0.1335
H -0.4694 -0.9519 -0.2315
H 1.1523 1.7653 0.0463
```

Output
- charge = 0
- HOMO level (spin up / spin down) (eV) = -11.218 / -10.099
- LUMO (spin up / spin down) (eV) = -2.478 / -2.085

<b>
Density functional theory data (the ωB97M-V functional and the def2-TZVPD basis) for an isolated molecule of C3H2N2O2.

Geometry as XYZ:
```
9
Properties=species:S:1:pos:R:3
O 1.4193 0.2724 -2.5066
C 1.1602 -0.0493 -1.3836
C -0.0113 0.1629 -0.4262
N 0.2638 -0.4211 0.7016
C -0.8254 -0.1508 1.4565
N -1.7373 0.5580 0.8497
O -1.1969 0.7719 -0.4170
H 1.8299 -0.6401 -0.7499
H -0.9023 -0.5040 2.4755
```

Output
- charge = 0
- SMILES = O=Cc1ncno1
- HOMO level (eV) = -10.945
- LUMO (eV) = -0.721

Verdict on stability: <a> comes out at the bottom.

<a>
Density functional theory data (the ωB97M-V functional and the def2-TZVPD basis) for an isolated molecule of C2H3N3.

Geometry as XYZ:
```
8
Properties=species:S:1:pos:R:3
N 0.1346 -0.3807 0.8672
C 0.2463 -0.8997 -0.3877
C 0.0421 0.1134 -1.3216
N -0.1876 1.1385 -0.4471
N -0.1519 0.8957 0.8677
H 0.2577 -0.8481 1.7546
H 0.3501 -1.9597 -0.5504
H -0.6912 1.9406 -0.7827
```

Output
- charge = 0
- HOMO level (eV) = -8.558
- LUMO (eV) = 0.876

<b>
Density functional theory data (the ωB97M-V functional and the def2-TZVPD basis) for a 2-piece molecular cluster, C2H3N3 overall.

Geometry as XYZ:
```
8
Properties=species:S:1:pos:R:3
C 2.2884 0.3666 0.0105
C -0.3239 -0.5594 -0.1547
N 3.1586 -0.3852 0.0048
N -2.4475 0.3704 -0.0521
N -1.4569 -0.3139 -0.0862
H 1.5257 1.1845 -0.0032
H 0.4875 -1.0739 -0.4003
H -3.2320 0.4108 0.6813
```

Output
- charge = 0
- HOMO level (eV) = -8.881
- LUMO (eV) = 0.815

Verdict on stability: <b> comes out at the bottom.

<a>
Density functional theory data (the ωB97M-V functional and the def2-TZVPD basis) for an isolated molecule of C2H3N3.

Geometry as XYZ:
```
8
Properties=species:S:1:pos:R:3
C -1.1184 -0.0089 0.0000
C 0.8448 0.7089 0.0013
H -2.1977 -0.0303 0.0053
H 1.7374 1.3166 -0.0186
H 1.6387 -1.2725 0.0291
N -0.3985 1.1467 0.0024
N 0.8609 -0.6335 -0.0023
N -0.3963 -1.1152 -0.0035
```

Output
- charge = 0
- SMILES = c1nc[nH]n1
- HOMO level (eV) = -10.187
- LUMO (eV) = 0.931

<b>
Density functional theory data (the ωB97M-V functional and the def2-TZVPD basis) for an isolated molecule of C2H3N3.

Geometry as XYZ:
```
8
Properties=species:S:1:pos:R:3
N -0.8640 -0.0482 0.2066
C 0.3650 0.6523 -0.0461
C 1.2603 -0.3975 -0.6185
N 0.5145 -1.5484 -0.4747
N -0.7058 -1.3059 -0.0307
H -1.7636 0.2795 0.5305
H 0.2599 1.6512 -0.4695
H 0.9337 0.7169 0.9023
```

Output
- charge = 0
- HOMO level (eV) = -8.759
- LUMO (eV) = -0.537

<c>
Density functional theory data (the ωB97M-V functional and the def2-TZVPD basis) for an isolated molecule of C2H3N3.

Geometry as XYZ:
```
8
Properties=species:S:1:pos:R:3
C -0.5732 0.2921 -0.8826
C -0.5597 -0.3373 0.3135
H -1.4175 0.4482 -1.4812
H -1.3526 -0.9134 0.7541
H 1.0971 -0.5751 1.6545
N 0.7085 -0.2880 0.7338
N 1.4421 0.5018 -0.0647
N 0.6553 0.8716 -1.0274
```

Output
- charge = 0
- SMILES = c1c[nH]nn1
- HOMO level (eV) = -10.024
- LUMO (eV) = 0.860

<d>
Density functional theory data (the ωB97M-V functional and the def2-TZVPD basis) for an isolated molecule of C2H3N3.

Geometry as XYZ:
```
8
Properties=species:S:1:pos:R:3
N -0.6478 -0.0935 -0.1040
C -0.6270 1.0861 0.4334
N 1.7145 0.9070 0.5771
N 1.5837 -0.1522 0.0834
C 0.5498 -0.8288 -0.3221
H -1.4861 -0.5842 -0.4063
H -1.6640 1.4685 0.5064
H 0.5770 -1.8030 -0.7678
```

Output
- charge = 0
- HOMO level (eV) = -8.194
- LUMO (eV) = 0.549

Verdict on stability: <b> comes out at the bottom.

<a>
Density functional theory data (the ωB97M-V functional and the def2-TZVPD basis) for an isolated molecule of C6H10F2.

Geometry as XYZ:
```
18
Properties=species:S:1:pos:R:3
C -2.6463 -0.1152 0.1308
C -1.4137 0.5217 -0.3806
C -0.1429 0.1609 -0.0405
C 0.1526 -0.9956 0.9031
C 0.9679 0.9427 -0.5902
C 1.8161 1.6055 0.4205
H -2.4921 -0.8963 0.8689
H -3.2246 -0.5639 -0.7019
H -3.2755 0.6248 0.5368
H -1.5348 1.3165 -1.1457
H 1.2416 -1.3379 0.6316
H -0.0480 -0.6975 1.9592
H 0.6641 1.6244 -1.4137
H 2.1576 0.8475 1.1016
H 1.2282 2.3627 0.9415
H 2.6495 2.0211 -0.0785
F -0.7221 -2.0264 0.6818
F 1.8589 0.0240 -1.2772
```

Output
- charge = 0
- SMILES = C/C=C(\CF)[C@@H](C)F
- HOMO level (eV) = -9.511
- LUMO (eV) = 0.931

<b>
Density functional theory data (the ωB97M-V functional and the def2-TZVPD basis) for an isolated molecule of C6H10F2.

Geometry as XYZ:
```
18
Properties=species:S:1:pos:R:3
C 0.9135 -0.3379 0.9342
C -0.0936 -0.4523 -0.1665
C 0.6822 0.7865 -0.1168
C 0.2525 -1.4101 -1.2996
C -1.4812 -0.5732 0.2595
C 0.0902 2.0772 0.4261
F 2.0896 -1.0978 0.8226
F 1.5322 0.8595 -1.2282
H 0.7016 -0.0773 1.9868
H -0.6164 -1.4890 -2.1039
H 0.4404 -2.4389 -0.7857
H 1.2108 -1.2482 -1.8201
H -2.1202 -0.6650 -0.6039
H -1.8038 0.1984 0.9716
H -1.6165 -1.5141 0.8089
H -0.7227 2.6606 -0.1638
H 0.8623 2.8735 0.6764
H -0.3207 1.8481 1.4026
```

Output
- charge = 0
- SMILES = CC1(C)[C@@H](F)[C@@]1(C)F
- HOMO level (eV) = -9.900
- LUMO (eV) = 0.855

Verdict on stability: <b> comes out at the bottom.

<a>
Density functional theory data (the ωB97M-V functional and the def2-TZVPD basis) for a 2-piece molecular cluster, C2H8NO2 overall.

Geometry as XYZ:
```
13
Properties=species:S:1:pos:R:3
C -0.5914 0.7185 -0.8535
O -1.5064 0.5935 0.3006
C 0.8440 0.8216 -0.2351
N 1.3606 -0.4712 0.1480
H -0.7519 1.6354 -1.3626
H -0.6578 -0.0585 -1.5262
H 0.7471 1.4951 0.6022
H 1.5846 1.3570 -0.8902
H 1.5535 -0.7928 -0.6911
H 0.6374 -1.0023 0.6314
H -0.6155 -2.3312 1.9617
H -1.6675 -0.2990 0.5796
O -0.9368 -1.6660 1.3351
```

Output
- charge = 0
- HOMO level (spin up / spin down) (eV) = -9.308 / -9.148
- 2S+1 = 2
- LUMO (spin up / spin down) (eV) = 0.718 / -3.090
- ⟨S²⟩ = 0.76

<b>
Density functional theory data (the ωB97M-V functional and the def2-TZVPD basis) for a 2-piece molecular cluster, C2H8NO2 overall.

Geometry as XYZ:
```
13
Properties=species:S:1:pos:R:3
C -1.3054 -0.2921 0.3371
O -0.8011 -0.0665 -0.9677
C -0.0139 -0.3639 1.1389
N 1.0341 -1.2110 0.4484
H -1.9816 0.4799 0.6564
H -1.8900 -1.2430 0.3733
H 0.5551 0.5223 1.3725
H -0.1864 -1.0807 1.9166
H 0.3959 -1.4437 -0.3821
H 1.7817 -0.5919 0.0732
H 1.0280 2.1363 -1.5506
H 0.0741 0.9343 -0.8571
O 0.9136 1.6538 -0.7319
```

Output
- charge = 0
- HOMO level (spin up / spin down) (eV) = -9.713 / -9.593
- 2S+1 = 2
- LUMO (spin up / spin down) (eV) = 0.838 / -3.058
- ⟨S²⟩ = 0.75

<c>
Density functional theory data (the ωB97M-V functional and the def2-TZVPD basis) for a 2-piece molecular cluster, C2H8NO2 overall.

Geometry as XYZ:
```
13
Properties=species:S:1:pos:R:3
C 1.1863 -0.5839 0.1444
O 0.1710 -1.4642 -0.1238
C 0.5817 0.6422 0.9429
N -0.4947 1.3016 0.2377
H 2.0476 -1.0008 0.6788
H 1.5451 -0.0869 -0.7694
H 0.2583 0.3871 2.0084
H 1.3717 1.4421 0.9608
H -0.1774 1.6369 -0.6826
H -1.2988 0.6588 0.0820
H -2.4274 -1.2028 -0.9152
H -0.9319 -0.9228 -1.0882
O -1.8316 -0.8074 -1.4757
```

Output
- charge = 0
- HOMO level (spin up / spin down) (eV) = -9.669 / -9.756
- 2S+1 = 2
- LUMO (spin up / spin down) (eV) = 0.887 / -2.415
- ⟨S²⟩ = 0.76

Verdict on stability: <b> comes out at the bottom.